ORCA calculation (the ωB97M-V functional and the def2-TZVPD basis) on a molecular structure, C17H15BrFeO3.

ORCA input file:
```
! wB97M-V def2-TZVPD RIJCOSX def2/J DEFGRID3
* xyz -1 6
C 1.134 -3.274 -0.457
C 1.712 -1.999 -0.139
C 0.865 -1.359 0.811
H 2.651 -1.606 -0.522
C -0.262 -2.190 1.061
C -0.108 -3.378 0.291
H -0.753 -4.252 0.336
H 1.612 -4.063 -1.038
H 1.089 -0.437 1.323
H -1.065 -1.990 1.769
Fe -0.425 -2.055 -1.819
Br -0.047 0.069 -2.407
C -2.290 -2.357 -3.184
C -2.334 -3.346 -2.153
C -1.143 -4.140 -2.261
H -3.154 -3.508 -1.457
C -0.378 -3.659 -3.376
C -1.094 -2.557 -3.946
H -0.806 -2.008 -4.837
H -3.055 -1.613 -3.388
H -0.902 -5.016 -1.669
H 0.543 -4.093 -3.757
O -1.555 3.144 2.703
C -0.484 3.803 2.518
C -0.211 5.041 3.209
C 0.955 5.746 2.990
C 1.921 5.284 2.077
C 1.714 4.078 1.400
C 0.560 3.336 1.603
C 0.448 1.989 0.972
O 1.389 1.518 0.340
O -0.709 1.345 1.163
H -1.273 1.944 1.797
H -0.960 5.388 3.919
H 1.128 6.678 3.529
H 2.834 5.853 1.892
H 2.455 3.683 0.703
*
```

⟨S²⟩ ... 8.778
Kohn-Sham gap (spin up / spin down) ... 0.23624 / 0.18093 Ha

---

ORCA calculation (the ωB97M-V functional and the def2-TZVPD basis) on a molecular structure, C17H15Cl3GdIN3O3S.

ORCA input file:
```
! wB97M-V def2-TZVPD RIJCOSX def2/J DEFGRID3
* xyz -1 8
Gd 0.304 -0.117 -0.688
N -0.684 4.120 -2.352
C -0.478 3.009 -1.565
S -1.429 1.590 -1.901
N 0.580 3.307 -0.663
N 1.089 2.304 -0.093
C 2.277 2.774 0.712
C 2.403 1.924 1.932
C 2.425 2.437 3.224
C 2.356 1.654 4.374
C 2.349 0.261 4.303
C 2.397 -0.284 3.024
C 2.263 0.509 1.837
O 2.060 -0.201 0.734
H -1.482 3.908 -2.929
H -0.705 4.991 -1.817
H 1.988 3.794 1.095
H 2.676 3.476 3.395
H 2.523 2.136 5.326
H 2.604 -0.303 5.165
H 2.529 -1.406 2.872
I 5.343 2.871 0.826
C 3.444 3.125 -0.220
H 3.522 2.516 -1.123
H 3.434 4.237 -0.328
Cl 1.917 -0.215 -2.920
C 0.864 -0.832 -4.379
Cl 1.333 -2.485 -4.735
H 1.217 -0.307 -5.280
H -0.183 -0.728 -4.019
Cl -6.202 -5.736 -0.087
C -4.898 -4.685 -0.131
C -4.675 -3.748 0.914
C -3.593 -2.915 0.848
C -2.803 -2.870 -0.336
C -3.122 -3.733 -1.410
C -4.150 -4.649 -1.308
C -1.614 -1.946 -0.384
O -0.870 -1.913 -1.476
O -1.302 -1.196 0.610
H -5.332 -3.629 1.800
H -3.411 -2.193 1.645
H -2.512 -3.585 -2.311
H -4.454 -5.270 -2.180
*
```

⟨S²⟩ ... 15.932
Kohn-Sham gap (spin up / spin down) ... 0.13233 / 0.14531 Ha

---

ORCA calculation (the ωB97M-V functional and the def2-TZVPD basis) on a molecular structure, C17H15F4N3O2S2Zr.

ORCA input file:
```
! wB97M-V def2-TZVPD RIJCOSX def2/J DEFGRID3
* xyz 2 1
Zr 0.552 0.342 -0.404
C -0.187 2.373 -2.785
N 0.317 2.446 -1.388
C 1.485 3.371 -1.369
C -0.747 2.947 -0.461
C -1.950 1.994 -0.432
N -1.418 0.632 -0.562
C -2.102 -0.344 -1.308
C -1.367 -1.152 -2.167
F 0.027 -0.867 -2.219
C -1.890 -2.154 -2.948
F -1.101 -2.865 -3.733
C -3.255 -2.374 -2.888
C -4.025 -1.590 -2.048
F -5.327 -1.787 -1.976
C -3.468 -0.590 -1.255
F -4.227 0.133 -0.442
H -0.455 3.373 -3.132
H -1.060 1.729 -2.852
H 0.598 1.981 -3.432
H 1.214 4.318 -1.838
H 2.304 2.927 -1.933
H 1.807 3.548 -0.346
H -1.061 3.949 -0.765
H -0.291 3.050 0.531
H -2.650 2.203 -1.241
H -2.486 2.122 0.508
H -3.715 -3.146 -3.491
O -1.140 -1.323 2.597
S 0.130 -1.227 1.995
O 0.224 -1.649 0.542
N 0.791 0.291 1.756
C 2.145 0.109 1.793
S 3.052 0.872 0.601
C 2.551 -0.974 2.691
C 3.787 -1.243 3.252
C 3.899 -2.382 4.046
C 2.821 -3.239 4.247
C 1.578 -2.993 3.662
C 1.482 -1.851 2.903
H 4.628 -0.580 3.102
H 4.845 -2.607 4.518
H 2.948 -4.115 4.869
H 0.740 -3.662 3.802
*
```

Kohn-Sham gap ... 0.25909 Ha

---

no.,electronic energy (eV)
1,-128445.224
2,-105824.861
3,-60243.296